Molecular formula: C21H33MnN7OPS
Method: DFT, wB97M-V/def2-TZVPD

Frontier orbital gap (spin up / spin down)   2.522 / 5.287 eV
⟨S²⟩   9.0016
2S+1   6
Highest occupied orbital energy (spin up / spin down)   -0.011 / -0.113 Eh
ΔE to the lowest compared entry with this formula, charge and spin   41.75 kcal/mol
E   -86231.1992 eV
Total charge   -1

Each line ends with the Löwdin spin population.
Positions of all 65 atoms, in Å:
Mn -0.11 1.09 -0.38  3.954
N -0.79 1.34 2.04  0.026
C 0.02 1.87 3.12  0.004
C 1.34 1.14 3.42  0.000
C 2.11 0.37 2.34  0.003
N 1.97 0.86 0.97  0.025
H -1.38 2.04 1.68  0.003
H -1.43 0.61 2.35  0.001
H -0.54 1.89 4.07  0.001
H 0.23 2.91 2.86  0.001
H 1.15 0.42 4.23  0.000
H 2.02 1.88 3.85  0.000
H 1.80 -0.68 2.34  0.000
H 3.17 0.39 2.64  0.001
H 2.22 0.03 0.34  0.001
H 2.60 1.62 0.74  0.001
S -1.24 5.48 -0.21  0.061
C 0.48 5.52 -0.37  0.147
C 0.99 4.25 -0.44  0.009
C 0.06 3.19 -0.38  0.108
C -1.24 3.71 -0.23  0.005
C -2.44 2.94 -0.04  0.178
C -3.71 3.51 0.21  0.021
C -4.82 2.74 0.42  0.109
C -4.68 1.33 0.36  0.129
C -3.40 0.84 0.11  0.025
N -2.30 1.54 -0.06  0.191
H 1.00 6.47 -0.41  0.011
H 2.07 4.09 -0.55  -0.004
H -3.79 4.59 0.24  0.000
H -5.79 3.19 0.61  0.007
H -5.51 0.65 0.49  0.012
H -3.27 -0.25 0.02  -0.001
C -0.08 -4.46 0.80  0.000
N 0.75 -4.06 -0.33  0.001
C 0.04 -4.36 -1.57  0.000
N -1.28 -3.75 -1.65  0.000
C -2.05 -4.16 -0.48  0.000
N -1.40 -3.86 0.79  0.001
C -1.34 -2.41 1.01  0.002
P -0.38 -1.50 -0.32  0.016
C 1.11 -2.64 -0.26  0.002
C -1.20 -2.29 -1.77  0.001
H 0.43 -4.20 1.74  0.000
H -0.19 -5.55 0.78  0.000
H -0.08 -5.45 -1.64  0.000
H 0.64 -4.04 -2.42  0.000
H -2.20 -5.25 -0.53  0.000
H -3.03 -3.69 -0.51  0.000
H -0.88 -2.21 1.98  0.000
H -2.36 -2.02 1.04  0.000
H 1.68 -2.45 0.65  0.000
H 1.75 -2.41 -1.11  0.000
H -0.65 -2.02 -2.67  -0.001
H -2.21 -1.87 -1.87  0.000
C 5.10 0.03 -2.76  0.000
C 3.72 0.29 -3.37  0.001
C 2.69 0.52 -2.35  0.005
N 1.79 0.72 -1.66  0.032
H 5.83 -0.14 -3.55  0.000
H 5.08 -0.86 -2.12  0.000
H 5.43 0.87 -2.16  0.000
H 3.41 -0.55 -3.98  0.000
H 3.75 1.17 -4.02  0.000
O -0.67 1.00 -2.08  -0.094